DFT (wB97M-V/def2-TZVPD) results for the molecule C3H2Br2O at a distorted geometry.

```
8
Properties=species:S:1:pos:R:3:mulliken_charge:R:1
O -1.0267 -0.8688 -1.7238 -0.407
C -0.2332 -0.0683 -1.3374 0.464
Br 0.7195 1.2172 -2.5488 -0.210
C 0.3431 0.0040 0.0265 -0.271
C -0.2704 -0.2498 1.1938 -0.214
Br 0.6706 -0.0213 2.7714 -0.079
H 1.1915 0.5469 0.1723 0.421
H -1.3944 -0.5598 1.4460 0.297
```

Output
HOMO-LUMO gap = 9.626 eV
strongest force on any atom = 0.05921 hartree/bohr
energy above the lowest of the compared OMol25 structures with the same formula, charge and spin = 21.3 kJ/mol
electronic energy = -5338.742250 a.u.
LUMO = -0.651 eV
HOMO level = -0.37767 Eh